[1]
{
  "formula": "C32H34F2N5O5PSV",
  "method": "the ωB97M-V functional and the def2-TZVPD basis",
  "elements": ["V", "O", "C", "C", "C", "C", "C", "C", "C", "O", "N", "N", "C", "C", "C", "C", "C", "C", "C", "O", "H", "H", "H", "H", "H", "H", "H", "H", "H", "H", "C", "N", "C", "N", "C", "N", "C", "P", "C", "C", "H", "H", "H", "H", "H", "H", "H", "H", "H", "H", "H", "H", "C", "C", "C", "C", "C", "C", "C", "C", "C", "C", "O", "O", "H", "H", "H", "H", "H", "H", "H", "H", "H", "H", "H", "S", "C", "F", "C", "F", "H"],
  "xyz": [[0.2622, 0.3750, -0.5521], [4.8919, -0.8706, -1.3612], [4.9818, -1.4888, -0.1777], [5.9659, -2.4633, 0.0111], [6.0865, -3.1154, 1.2246], [5.2272, -2.8104, 2.2749], [4.2392, -1.8580, 2.0920], [4.1015, -1.1848, 0.8815], [2.9571, -0.2673, 0.6287], [2.8622, 0.3175, -0.5132], [2.0854, -0.1362, 1.5934], [0.9633, 0.5472, 1.1802], [0.4361, 1.3889, 2.0339], [-0.6353, 2.2034, 1.6238], [-1.0952, 3.2945, 2.3511], [-1.5737, 4.4591, 1.7326], [-1.2368, 4.8838, 0.4535], [-0.4282, 4.2417, -0.5004], [-0.2462, 2.8622, -0.5925], [0.6277, 2.2636, -1.3217], [4.0543, -0.2934, -1.2834], [6.6198, -2.7020, -0.8190], [6.8496, -3.8759, 1.3490], [5.3232, -3.3282, 3.2218], [3.5339, -1.6136, 2.8759], [0.9027, 1.5167, 3.0095], [-0.9890, 3.2851, 3.4357], [-2.1073, 5.1688, 2.3587], [-1.5477, 5.8903, 0.1844], [0.0913, 4.8639, -1.2272], [-1.6967, -0.7797, -5.6095], [-2.6506, -0.7260, -4.5128], [-3.3969, 0.5242, -4.5793], [-2.5580, 1.7161, -4.6536], [-1.6339, 1.5746, -5.7648], [-0.8058, 0.3767, -5.6985], [0.1180, 0.4273, -4.5568], [-0.7351, 0.5142, -2.8896], [-1.9574, -0.8482, -3.2239], [-1.8436, 1.9341, -3.3892], [-2.2578, -0.8401, -6.5498], [-1.0872, -1.6798, -5.5007], [-4.0273, 0.5988, -3.6917], [-4.0335, 0.4963, -5.4722], [-0.9850, 2.4538, -5.8021], [-2.2169, 1.5303, -6.6929], [0.7576, 1.3085, -4.6628], [0.7592, -0.4557, -4.5867], [-2.6772, -0.8503, -2.4016], [-1.4257, -1.8002, -3.1916], [-1.2285, 2.8346, -3.4849], [-2.5655, 2.1038, -2.5908], [0.1138, -0.9204, 6.3913], [-0.4483, -1.0646, 4.9984], [0.1521, -1.9012, 4.0680], [-0.3485, -2.0199, 2.7782], [0.2669, -2.9925, 1.8105], [-1.4624, -1.2660, 2.3937], [-2.1423, -0.5037, 3.3491], [-3.4579, 0.1672, 3.0665], [-1.6151, -0.4090, 4.6361], [-1.9380, -1.3653, 0.9395], [-2.9003, -2.0964, 0.7100], [-1.2455, -0.7748, 0.0355], [1.1712, -1.1875, 6.4142], [-0.4143, -1.5677, 7.0978], [0.0129, 0.1076, 6.7439], [1.0385, -2.4645, 4.3456], [1.2126, -3.3814, 2.1889], [0.4395, -2.5109, 0.8509], [-0.4234, -3.8223, 1.6394], [-3.8501, -0.1327, 2.1012], [-3.3531, 1.2515, 3.0550], [-4.1798, -0.0998, 3.8457], [-2.1276, 0.2069, 5.3713], [-2.7980, 1.8972, -0.1146], [-1.1398, 2.0190, 0.2452], [1.6120, -1.2229, -2.4128], [0.9876, -1.4593, -1.1587], [0.0415, -2.4496, -1.4814], [1.7404, -2.0039, -0.5703]],
  "forces_ev_per_a": [[-0.5809, 1.9628, -2.0321], [-0.0894, -0.0326, 0.0083], [-0.0514, 0.1167, 0.1403], [0.1030, -0.0285, -0.0209], [-0.0311, 0.0664, -0.0643], [0.0429, -0.0660, 0.1349], [0.0379, 0.0639, -0.0620], [0.0666, -0.1819, -0.1970], [-0.2234, 0.6101, 0.2142], [-0.4541, -0.2034, -0.0005], [0.4332, -0.5965, 0.3983], [0.6040, 1.0956, 2.1589], [0.2849, -0.2005, 0.2344], [-0.6714, 0.4853, -0.2308], [0.1916, -0.1932, -0.0041], [-0.1925, 0.0478, 0.3182], [0.3371, -0.3209, -0.2627], [0.0252, 0.4455, -0.1526], [-0.4126, 0.3423, 0.4887], [0.3650, -0.2679, 0.5393], [0.1279, -0.0416, -0.0485], [-0.0128, 0.0316, -0.0166], [0.0085, 0.0060, 0.0034], [-0.0307, 0.0177, 0.0046], [-0.0150, -0.0300, 0.0104], [0.0618, -0.1088, -0.0045], [0.0439, 0.0935, -0.0021], [0.0399, 0.0285, -0.0321], [0.1164, 0.0857, 0.1608], [-0.1157, -0.0201, -0.0665], [-0.0357, 0.0041, -0.0414], [-0.0367, -0.0709, 0.0250], [-0.0219, -0.0215, -0.0684], [0.0506, 0.0797, -0.0622], [-0.0332, -0.0015, -0.0229], [0.0165, 0.0152, -0.0515], [0.2011, -0.0865, 0.2375], [-1.0294, -0.5829, -1.0334], [0.0786, 0.0416, 0.0869], [0.0998, 0.0502, 0.0836], [0.0269, 0.0108, 0.0130], [-0.0322, -0.0099, -0.0192], [-0.0250, 0.0014, -0.0279], [0.0346, 0.0226, 0.0071], [-0.0032, -0.0075, 0.0115], [0.0206, -0.0112, 0.0173], [0.0303, -0.0373, 0.0110], [0.0084, 0.0443, 0.0752], [0.0304, -0.0218, 0.0094], [-0.0163, 0.0205, 0.0795], [-0.0132, -0.0007, 0.0702], [0.0957, 0.0179, 0.0813], [-0.0576, -0.0198, -0.0757], [-0.0154, -0.0512, 0.1297], [-0.0323, 0.0466, -0.0137], [0.0604, -0.0297, -0.0530], [0.0045, 0.1855, 0.0262], [-0.0247, 0.1484, -0.1197], [-0.0345, -0.1483, 0.0296], [0.0134, 0.0288, -0.0627], [0.1421, 0.0336, -0.0898], [0.0530, -0.3505, -0.0939], [-0.0721, 0.2116, 0.0545], [-0.0643, -0.1266, 0.3096], [0.0034, -0.0012, 0.0190], [0.0299, 0.0095, 0.0290], [0.0167, -0.0042, 0.0362], [0.0176, 0.0149, -0.0276], [0.0200, 0.0004, -0.0034], [-0.0362, -0.1709, 0.1490], [0.0293, -0.0178, -0.0515], [-0.0645, 0.0328, -0.0739], [0.0233, 0.0864, -0.0645], [0.0261, -0.0073, -0.0319], [-0.0284, 0.0164, -0.0217], [-0.6270, -0.0713, -0.0252], [1.0741, -1.1360, -0.1876], [0.1491, -0.1049, 0.0530], [-0.3299, -1.2773, -0.8484], [0.2530, -0.1150, -0.0167], [0.0155, 0.1530, -0.0737]],
  "e_lumo_ev": [4.52, 4.52],
  "charge": -2,
  "homo_ev": [-0.6, -0.4],
  "multiplicity": 2,
  "homo_lumo_gap_ev": [5.13, 4.92],
  "de_lowest_kj_mol": 29.9
}

=====

[2]
{
  "formula": "C32H34N6O2SiTi",
  "method": "the ωB97M-V functional and the def2-TZVPD basis",
  "elements": ["Ti", "O", "N", "O", "C", "C", "C", "C", "C", "C", "N", "C", "C", "N", "C", "C", "C", "C", "H", "H", "H", "H", "H", "H", "H", "C", "C", "C", "C", "N", "C", "C", "C", "C", "C", "C", "C", "H", "H", "H", "H", "H", "H", "H", "H", "C", "Si", "C", "C", "C", "H", "H", "H", "H", "H", "H", "H", "H", "H", "H", "H", "C", "C", "C", "C", "N", "N", "C", "H", "H", "H", "H", "H", "H", "H", "H"],
  "xyz": [[0.3846, -0.4630, -0.0971], [-1.3266, 4.4597, 5.0489], [-1.9377, 3.5472, 4.4709], [-3.1496, 3.6276, 4.1203], [-1.1893, 2.3638, 4.1615], [0.1589, 2.4463, 4.4694], [1.1156, 1.6966, 3.7653], [2.5162, 1.6667, 3.9996], [3.3281, 0.9278, 3.1540], [2.7695, 0.2318, 2.1318], [1.4573, 0.2221, 1.8031], [0.5860, 0.7967, 2.6704], [-0.8248, 0.6324, 2.4813], [-1.1980, -0.0943, 1.3925], [-2.4944, -0.3539, 1.2136], [-3.4463, 0.2137, 2.0285], [-3.0875, 1.1022, 3.0299], [-1.7284, 1.3638, 3.3070], [0.4558, 3.3372, 5.0210], [2.9439, 2.1763, 4.8701], [4.3878, 0.9408, 3.2837], [3.3961, -0.3089, 1.4281], [-2.6951, -0.9423, 0.2940], [-4.5183, -0.1164, 1.8735], [-3.9183, 1.5656, 3.6062], [-0.6377, -4.0626, 2.7790], [-1.6168, -4.6624, 2.0087], [-1.6987, -4.3556, 0.6592], [-0.9781, -3.2421, 0.1790], [0.0062, -2.7183, 0.9445], [0.2160, -3.1154, 2.1892], [-1.3365, -2.5256, -1.0169], [-2.5212, -2.9154, -1.7400], [-2.6163, -2.5633, -3.0839], [-1.6893, -1.7554, -3.6407], [-0.7064, -1.1808, -2.8873], [-0.5245, -1.5068, -1.5263], [-0.5912, -4.2820, 3.8607], [-2.3501, -5.2545, 2.5479], [-2.3372, -4.9493, -0.0032], [1.1272, -2.7849, 2.6701], [-3.1696, -3.6860, -1.2543], [-3.4777, -2.9673, -3.6812], [-1.7517, -1.4634, -4.7178], [-0.1627, -0.3457, -3.2911], [4.8386, -0.9468, -2.9265], [2.9475, -0.8080, -2.8311], [2.2486, -2.1357, -3.9967], [2.5706, 0.9890, -3.2962], [2.2913, -0.8908, -1.0001], [5.2084, -0.9958, -3.9841], [5.2178, -1.7889, -2.2823], [5.2301, -0.0353, -2.4265], [1.4929, -1.7377, -4.5974], [1.8414, -2.9904, -3.3810], [3.0627, -2.5004, -4.6739], [2.4899, 1.0327, -4.3977], [3.3999, 1.5919, -2.9255], [1.6694, 1.3673, -2.7988], [2.9999, -0.1498, -0.6026], [2.5307, -1.8458, -0.5388], [-3.4750, 2.8391, -1.7272], [-2.0441, 2.4941, -1.4115], [-1.0350, 3.3727, -0.8574], [0.1567, 2.6764, -0.8106], [-0.1413, 1.3589, -0.9643], [-1.4689, 1.3148, -1.4028], [1.5469, 3.2068, -0.7070], [-3.4464, 3.7824, -2.3488], [-4.0631, 3.1448, -0.8378], [-3.9481, 1.9746, -2.2279], [-1.1175, 4.4455, -0.5466], [-1.7926, 0.5333, -1.9916], [2.2813, 2.4011, -0.4893], [1.5561, 3.9510, 0.1168], [1.7817, 3.6462, -1.6581]],
  "forces_ev_per_a": [[2.3097, -0.9885, 1.1891], [-0.7458, -0.0093, -0.1854], [-0.4596, -0.6796, -0.1382], [1.1885, -0.0140, 0.4545], [-0.7139, 1.2431, 0.3017], [1.3767, 0.3328, -0.4314], [-1.6661, -1.7559, -0.9000], [0.0968, -0.1077, -0.0631], [-0.5782, 1.1978, 1.6868], [-0.8484, -0.8367, -2.5959], [-0.1803, -0.0198, 1.4644], [2.4768, 1.6076, 1.2075], [0.0438, 0.6512, -0.4558], [-0.1037, 0.0926, 1.2441], [0.4641, 0.0229, -1.1626], [-1.6331, -0.9022, -0.1231], [-1.1315, 0.1884, 0.6995], [-0.5267, -0.5774, -1.2610], [0.0805, -0.5642, 0.1865], [-0.2605, 0.0358, -0.4641], [0.4861, -0.2100, 0.1174], [-0.0340, 0.0817, 0.0921], [-0.2913, 0.3466, 0.9349], [1.3566, 0.7646, 0.2499], [1.1067, -0.2682, -0.4205], [0.3953, 0.6673, 0.8895], [0.1296, 0.4238, 0.2558], [-0.2170, -0.0198, -0.3243], [-0.1145, -0.6285, 2.2064], [-0.0211, 1.1470, -0.7554], [-0.3737, -1.5425, -0.1681], [-1.6314, -0.5122, -2.2201], [1.4466, -1.1301, 0.6199], [-2.7610, -1.8803, 0.7586], [0.6155, 1.3832, -2.6403], [-0.0501, 0.3952, 1.4212], [-0.7442, -0.6556, -1.6955], [0.1918, 0.1472, -0.7656], [0.1613, -0.4807, -0.5396], [0.0678, 0.4930, 0.3704], [-0.1980, 0.4232, 0.1834], [0.2466, 1.0519, -0.8017], [0.9748, 0.5183, 0.5931], [-0.0832, -0.4109, 0.9321], [0.5324, 0.0471, -0.3016], [0.2720, -0.0416, 0.6488], [-0.5802, -0.1976, 1.4743], [1.5424, -1.1125, 1.2096], [-0.1552, -0.5037, -0.4546], [0.6049, 0.4582, -1.4119], [-0.1588, -0.0673, 1.0149], [-0.2843, 0.5175, -0.9597], [-0.0026, -0.3575, -0.4644], [-1.4073, 0.4590, -0.9843], [0.3972, 0.8096, -0.7666], [-0.6429, 0.1448, 0.6019], [0.0312, 0.4930, 0.4359], [0.1155, 0.1219, -0.2835], [0.0311, -0.2316, -0.3950], [0.0744, 0.0774, 0.4033], [0.2178, -0.4181, 0.1977], [0.3553, 0.5533, -0.5116], [1.1266, 2.8555, 2.5590], [-1.2510, 1.4904, -0.9556], [-1.1892, -1.4540, 0.5321], [-0.4236, 0.3635, -1.8790], [0.4671, -0.7316, -0.4440], [-0.1637, -0.6979, 1.7385], [-0.2388, -1.2914, 0.2371], [0.5262, -0.5528, -0.2450], [-0.0486, 0.7152, 0.0592], [-0.1920, -1.1702, -0.7654], [0.5224, 0.0817, 0.8585], [-0.5042, 0.4906, -0.1091], [0.3045, -0.2587, -0.6441], [0.2734, 0.3870, -0.3431]],
  "e_lumo_ev": [-0.57, -0.51],
  "charge": 0,
  "homo_ev": [-5.3, -8.2],
  "multiplicity": 3,
  "homo_lumo_gap_ev": [4.74, 7.68],
  "de_lowest_kj_mol": 139.5
}

=====

Number 1: F_max 0.056 hartree/bohr, total energy -102670.4135 eV. Number 2: F_max 0.078 hartree/bohr, total energy -77760.5755 eV.